{
  "formula": "C45H84O24S",
  "method": "ωB97M-V with the def2-TZVPD basis set",
  "species": ["C", "C", "C", "C", "C", "C", "C", "C", "C", "C", "C", "C", "C", "C", "C", "C", "C", "C", "C", "S", "O", "O", "O", "C", "O", "O", "C", "O", "H", "H", "H", "H", "H", "H", "H", "H", "H", "H", "H", "H", "H", "H", "H", "H", "H", "H", "H", "H", "H", "H", "H", "H", "H", "H", "H", "H", "H", "H", "H", "H", "H", "H", "H", "H", "C", "C", "O", "C", "O", "O", "C", "H", "H", "H", "H", "H", "H", "H", "H", "C", "C", "O", "C", "O", "O", "C", "H", "H", "H", "H", "H", "H", "H", "H", "C", "C", "O", "C", "O", "O", "C", "H", "H", "H", "H", "H", "H", "H", "H", "C", "C", "O", "C", "O", "O", "C", "H", "H", "H", "H", "H", "H", "H", "H", "C", "C", "O", "C", "O", "O", "C", "H", "H", "H", "H", "H", "H", "H", "H", "C", "C", "O", "C", "O", "O", "C", "H", "H", "H", "H", "H", "H", "H", "H"],
  "positions_angstrom": [[-5.2982, 7.6821, 5.0081], [-4.4770, 8.6624, 3.9744], [-3.5535, 7.8769, 2.8684], [-4.3963, 7.3723, 1.5277], [-4.3582, 5.7506, 1.2900], [-2.9592, 5.2173, 0.5518], [-3.0163, 3.5551, 0.5349], [-1.5385, 2.8424, 0.5847], [-1.0414, 2.2471, -0.8965], [-0.0287, 0.9704, -0.5859], [0.3330, 0.0673, -1.9062], [1.9365, -0.2124, -2.1334], [2.3366, -1.8348, -2.0713], [2.3947, -2.2103, -0.4675], [3.5847, -2.2505, 0.4590], [5.1690, -1.9677, 0.0955], [6.1014, -3.0748, 0.9108], [7.3976, -2.4212, 1.6727], [7.2831, -2.5868, 3.3329], [8.9490, -2.6594, 4.1902], [8.9688, -1.4881, 5.2484], [10.1715, -2.4653, 3.2565], [9.0595, -4.1052, 5.1396], [2.8887, -2.6471, 1.9152], [3.4541, -2.7318, 3.1405], [1.4128, -2.8961, 1.8116], [1.0594, -2.6159, 0.3934], [-0.2268, -2.7592, 0.0150], [-6.2544, 8.2615, 5.4258], [-4.6492, 7.4353, 5.9740], [-5.6756, 6.7232, 4.4537], [-3.7219, 9.2901, 4.6532], [-5.2382, 9.4327, 3.5309], [-2.9340, 7.0023, 3.3379], [-2.7771, 8.6831, 2.4558], [-4.1171, 8.0163, 0.5788], [-5.5340, 7.6448, 1.7644], [-4.5571, 5.2350, 2.3214], [-5.2799, 5.4960, 0.5786], [-2.0111, 5.6489, 1.0849], [-3.0700, 5.5499, -0.5798], [-3.7164, 3.1276, -0.3159], [-3.5574, 3.2609, 1.5575], [-1.6667, 1.8681, 1.2626], [-0.7106, 3.4864, 1.1155], [-1.9805, 1.9571, -1.5319], [-0.4744, 3.1519, -1.4112], [-0.6264, 0.2564, 0.1576], [0.9498, 1.4094, -0.1175], [-0.0603, 0.6400, -2.8661], [-0.2841, -0.9402, -1.8594], [2.5235, 0.2803, -1.2400], [2.3197, 0.2357, -3.1595], [1.5246, -2.4252, -2.6792], [3.3717, -1.9959, -2.6318], [5.3684, -2.1689, -1.0622], [5.4894, -0.8653, 0.3244], [5.4798, -3.6704, 1.7353], [6.5285, -3.8487, 0.1091], [7.5787, -1.2836, 1.3669], [8.3400, -3.0825, 1.3716], [6.6739, -1.6791, 3.7531], [6.7075, -3.5863, 3.6115], [8.1937, -4.1771, 5.6672], [3.2958, 5.3823, 4.2950], [1.8405, 5.7215, 4.5707], [1.4860, 6.9863, 3.9997], [1.3105, 6.9955, 2.6551], [1.4224, 6.0375, 1.9077], [1.0192, 8.2677, 2.2770], [0.9159, 8.4366, 0.8648], [3.9505, 6.1904, 4.6358], [3.5801, 4.4555, 4.8010], [3.4801, 5.2565, 3.2239], [1.6914, 5.8098, 5.6533], [1.1652, 4.9342, 4.2161], [0.1981, 7.7330, 0.4308], [1.9008, 8.3184, 0.4044], [0.5620, 9.4528, 0.6701], [3.7334, -8.2894, -4.3683], [4.3438, -7.0469, -3.7418], [3.3356, -6.0854, -3.4091], [2.5954, -6.3671, -2.3083], [2.7161, -7.3466, -1.5908], [1.6704, -5.3831, -2.1596], [0.7523, -5.6157, -1.0936], [3.1142, -8.0212, -5.2300], [4.5140, -8.9833, -4.6921], [3.0826, -8.8135, -3.6621], [5.0100, -6.5684, -4.4693], [4.9505, -7.2911, -2.8621], [1.2757, -5.7967, -0.1493], [0.1008, -6.4579, -1.3428], [0.1337, -4.7213, -0.9780], [-11.2221, 5.8039, 2.8643], [-10.3520, 6.9467, 3.3598], [-9.1789, 7.0933, 2.5512], [-9.3699, 7.6669, 1.3373], [-10.4324, 8.0637, 0.8876], [-8.1747, 7.6941, 0.6915], [-8.2573, 8.1784, -0.6471], [-10.6421, 4.8778, 2.8016], [-12.0732, 5.6470, 3.5328], [-11.6090, 6.0033, 1.8605], [-10.0095, 6.7223, 4.3769], [-10.9083, 7.8900, 3.4086], [-8.7375, 9.1615, -0.6862], [-8.7971, 7.4588, -1.2689], [-7.2396, 8.2772, -1.0351], [-0.0401, -6.0682, -9.6588], [-1.1058, -5.2275, -8.9759], [-1.3502, -5.6850, -7.6409], [-0.4031, -5.3610, -6.7260], [0.6150, -4.7230, -6.9387], [-0.7681, -5.8992, -5.5330], [0.2022, -5.7219, -4.5032], [-0.3069, -7.1291, -9.6253], [0.0835, -5.7643, -10.7020], [0.9275, -5.9695, -9.1579], [-2.0499, -5.3304, -9.5238], [-0.8470, -4.1623, -8.9784], [0.4676, -4.6666, -4.3833], [1.0897, -6.3219, -4.7230], [-0.2320, -6.0762, -3.5641], [8.1768, -0.7280, 7.8538], [7.1111, 0.1127, 8.5367], [6.8667, -0.3448, 9.8717], [7.8138, -0.0208, 10.7866], [8.8319, 0.6172, 10.5739], [7.4487, -0.5590, 11.9795], [8.4190, -0.3817, 13.0094], [7.9100, -1.7889, 7.8873], [8.3003, -0.4241, 6.8106], [9.1444, -0.6293, 8.3547], [6.1670, 0.0098, 7.9888], [7.3699, 1.1779, 8.5342], [8.6844, 0.6736, 13.1293], [9.3065, -0.9817, 12.7896], [7.9849, -0.7360, 13.9485], [-6.6972, -9.0985, -11.3613], [-7.6321, -8.2437, -10.5222], [-7.0374, -7.9077, -9.2633], [-6.0780, -6.9502, -9.3035], [-5.6903, -6.3607, -10.2990], [-5.5974, -6.7823, -8.0437], [-4.5012, -5.8736, -7.9647], [-6.3797, -9.9841, -10.8020], [-7.1881, -9.4171, -12.2850], [-5.7887, -8.5510, -11.6291], [-8.5404, -8.8164, -10.3006], [-7.9448, -7.3387, -11.0559], [-4.7525, -4.9065, -8.4120], [-3.6234, -6.3087, -8.4506], [-4.2691, -5.7139, -6.9081]],
  "forces_ev_per_angstrom": [[-0.372, 0.617, 0.308], [0.678, -0.009, 1.258], [0.189, 1.137, -1.145], [-1.220, 0.094, 1.006], [-0.020, 0.737, -0.808], [-1.959, -0.709, -0.461], [0.190, 0.419, 1.640], [-0.640, -1.660, -0.218], [0.567, 0.833, 1.270], [-0.874, -0.002, -0.501], [-0.401, 0.294, -0.771], [0.238, -0.346, 0.447], [-0.222, 0.904, 0.333], [2.335, -0.749, 2.060], [-4.590, -0.021, -1.961], [-0.378, -1.190, 0.264], [0.321, -0.263, 0.175], [0.950, -0.829, 0.267], [-1.748, -0.438, -1.199], [4.453, 5.630, 2.552], [-0.837, -4.809, -4.005], [-4.757, -2.236, 2.665], [-1.851, 1.711, -1.406], [2.277, -0.119, 5.283], [-3.667, 0.513, -8.454], [3.070, 1.458, -3.526], [-4.898, -0.777, -0.850], [8.850, 1.152, 2.443], [2.038, -1.283, -0.991], [-1.303, 0.222, -2.301], [0.777, 1.707, 1.201], [-1.655, -1.220, -1.506], [1.593, -1.583, 0.389], [-1.289, 1.609, -0.727], [-1.459, -1.778, 1.079], [-0.333, -1.534, 1.847], [2.327, -0.605, -0.621], [0.553, 0.851, -1.912], [2.007, 0.345, 1.508], [-1.742, -0.939, -1.129], [0.687, -0.299, 2.400], [1.652, 1.000, 1.561], [1.127, 0.565, -2.175], [0.273, 2.090, -1.345], [-1.703, -1.030, -1.253], [1.854, 0.378, 1.211], [-1.072, -2.111, 0.698], [1.582, 1.651, -1.329], [-1.884, -0.974, -0.638], [0.802, -1.147, 1.962], [1.446, 1.992, -0.065], [-1.022, -0.731, -1.931], [-0.831, -0.965, 2.191], [1.556, 0.880, 1.606], [-2.090, 0.201, 1.645], [-0.897, 0.598, 2.527], [-0.828, -2.125, -0.226], [1.162, 1.341, -2.061], [-1.123, 1.669, 1.857], [-0.320, -2.602, 0.821], [-1.904, 1.766, 0.543], [1.570, -1.802, -0.364], [1.285, 2.072, -0.654], [1.666, 0.365, -0.951], [0.157, 0.083, -0.302], [0.310, -0.617, 0.268], [-0.399, 0.227, -1.059], [0.265, -0.210, -0.095], [-0.279, 1.221, 0.946], [0.154, -1.059, 0.474], [-0.114, 0.148, -0.515], [-0.120, -0.122, 0.123], [-0.067, 0.123, 0.004], [-0.136, -0.067, 0.150], [-0.109, 0.295, -0.310], [0.123, 0.224, -0.131], [0.245, 0.020, 0.105], [-0.180, -0.133, -0.004], [0.085, -0.165, 0.336], [-0.314, -0.122, 0.125], [0.470, -0.601, -0.273], [-0.575, 0.186, 0.952], [0.058, -0.576, 0.147], [-0.130, 1.470, -0.951], [1.117, -0.616, -0.101], [-0.552, 0.062, 0.471], [0.214, 0.028, -0.008], [-0.059, 0.135, 0.010], [0.202, 0.077, -0.008], [-0.336, 0.192, 0.215], [-0.295, 0.040, -0.033], [-0.058, -0.134, -0.230], [0.199, -0.045, 0.180], [0.277, -0.207, -0.299], [-0.035, -0.070, -0.345], [-0.628, -0.192, 0.353], [0.179, 0.613, -0.931], [-0.447, -0.125, -0.125], [1.491, -0.436, 0.624], [-0.878, 0.001, 0.698], [0.075, 0.218, -0.502], [-0.042, 0.104, 0.178], [0.135, 0.027, -0.020], [0.013, 0.096, 0.197], [0.255, 0.111, -0.343], [0.140, -0.141, -0.220], [-0.046, -0.279, 0.036], [-0.061, 0.204, 0.079], [-0.102, -0.139, 0.342], [0.276, -0.124, 0.173], [0.250, 0.143, -0.743], [0.500, 0.317, 0.915], [0.445, -0.030, -0.046], [-1.430, -0.774, 0.312], [0.057, 0.476, -1.188], [0.200, 0.063, 0.416], [-0.110, 0.144, -0.105], [-0.088, -0.030, 0.113], [-0.158, 0.126, -0.079], [0.093, -0.037, 0.383], [0.068, -0.226, 0.176], [0.039, -0.281, -0.152], [-0.047, 0.270, -0.018], [-0.202, 0.015, -0.464], [0.126, 0.248, 0.236], [0.346, 0.019, -0.719], [0.459, 0.328, 1.146], [0.374, 0.020, -0.392], [-1.435, -0.770, 0.402], [0.120, 0.444, -0.928], [0.271, 0.059, 0.433], [-0.107, 0.137, -0.134], [-0.144, -0.065, 0.450], [-0.154, 0.108, -0.070], [0.037, -0.064, 0.431], [0.074, -0.214, 0.179], [0.039, -0.229, -0.166], [-0.029, 0.228, -0.006], [-0.151, -0.012, -0.348], [0.346, 0.048, -0.004], [-0.190, -0.248, -0.643], [0.623, 0.860, 0.238], [0.242, -0.047, -0.242], [-0.553, -0.687, 1.315], [-0.660, -0.184, -1.068], [0.413, 0.337, 0.145], [-0.197, 0.042, -0.058], [-0.003, 0.023, 0.135], [-0.218, 0.025, -0.005], [0.260, 0.203, 0.289], [0.239, -0.069, 0.156], [0.042, -0.243, -0.067], [-0.243, 0.137, 0.050], [-0.202, -0.260, -0.189]],
  "lowdin_charge": [-0.154, -0.274, -0.221, -0.219, -0.230, -0.195, -0.220, -0.218, -0.208, -0.213, -0.209, -0.187, -0.122, -0.011, 0.003, -0.113, -0.191, -0.199, -0.227, 0.826, -0.408, -0.348, -0.228, -0.166, -0.013, 0.029, -0.183, -0.009, 0.078, 0.080, 0.069, 0.109, 0.105, 0.111, 0.106, 0.112, 0.101, 0.105, 0.118, 0.104, 0.114, 0.116, 0.106, 0.104, 0.112, 0.109, 0.118, 0.113, 0.113, 0.114, 0.107, 0.104, 0.119, 0.120, 0.123, 0.127, 0.124, 0.110, 0.127, 0.135, 0.119, 0.128, 0.119, 0.108, -0.070, -0.218, 0.023, -0.550, 0.097, -0.010, -0.052, 0.083, 0.080, 0.072, 0.124, 0.124, 0.091, 0.099, 0.095, -0.066, -0.214, 0.010, -0.555, 0.119, -0.058, -0.046, 0.078, 0.082, 0.076, 0.125, 0.125, 0.106, 0.101, 0.073, -0.070, -0.219, 0.018, -0.548, 0.109, -0.025, -0.050, 0.082, 0.080, 0.074, 0.123, 0.125, 0.098, 0.100, 0.092, -0.064, -0.218, 0.002, -0.541, 0.113, 0.006, -0.040, 0.084, 0.082, 0.074, 0.113, 0.129, 0.103, 0.093, 0.089, -0.080, -0.214, 0.020, -0.550, 0.107, -0.011, -0.056, 0.079, 0.046, 0.082, 0.122, 0.125, 0.096, 0.099, 0.093, -0.071, -0.220, 0.023, -0.547, 0.105, -0.002, -0.050, 0.082, 0.080, 0.073, 0.123, 0.125, 0.103, 0.076, 0.101],
  "smiles": "CCCCCCCCCCCCCC1=C(CCCCS(=O)(=O)O)C(=O)OC1=O.CCOC(=O)OC.CCOC(=O)OC.CCOC(=O)OC.CCOC(=O)OC.CCOC(=O)OC.CCOC(=O)OC",
  "e_lumo_ev": -1.99,
  "e_tot_ha": -3968.56013,
  "homo_ev": -10.0
}


{
  "formula": "C21H26N2O5S",
  "method": "ωB97M-V with the def2-TZVPD basis set",
  "species": ["C", "H", "H", "H", "C", "N", "C", "O", "C", "C", "H", "H", "S", "O", "O", "C", "C", "C", "C", "C", "C", "H", "H", "C", "H", "H", "H", "H", "H", "H", "H", "C", "C", "O", "N", "C", "C", "C", "C", "C", "C", "H", "H", "O", "C", "H", "H", "H", "H", "H", "H", "H", "H", "H", "H"],
  "positions_angstrom": [[-3.7844, -3.4423, -0.2201], [-3.1790, -4.3557, 0.0277], [-4.3102, -3.6042, -1.1769], [-4.4081, -3.1099, 0.4767], [-2.7956, -2.5568, -0.8740], [-1.9652, -2.1236, 0.4053], [-2.1877, -1.1988, 1.4398], [-1.2387, -0.7720, 1.9599], [-3.4996, -0.3535, 1.2738], [-3.2380, 1.0445, 1.6937], [-4.1898, 1.7025, 2.2510], [-2.4679, 1.3769, 2.1577], [-3.1738, 1.8403, 0.0191], [-3.0424, 3.5069, 0.4832], [-4.3440, 1.5946, -0.7831], [-1.7883, 1.4291, -0.5834], [-0.4365, 1.6667, -0.1884], [0.6191, 1.3731, -0.8532], [0.6514, 0.7495, -2.1420], [-0.7498, 0.3320, -2.4130], [-1.8976, 0.6996, -1.9480], [-2.9615, 0.5786, -2.0635], [-0.8201, -0.2007, -3.3673], [1.6928, 0.2237, -2.6450], [2.6545, 0.8202, -2.6841], [1.9344, -0.8815, -2.7003], [1.6682, 0.1932, -3.8851], [1.6702, 1.8890, -0.6186], [-0.4770, 2.4094, 0.7525], [-4.0115, -0.4925, 0.5355], [-3.9720, -0.7752, 2.1267], [-0.7708, -2.9159, 0.3689], [0.5920, -2.2494, -0.0533], [0.9819, -2.7646, -1.1723], [1.0895, -1.4778, 0.7829], [2.3985, -0.5602, 0.7196], [3.3864, -1.1616, -0.3596], [4.5711, -0.4810, 0.0428], [4.7875, 0.6248, 0.6338], [3.6863, 1.1043, 1.6004], [2.6778, 0.2347, 1.6997], [1.6873, 0.6934, 2.4685], [3.8989, 1.7676, 2.1901], [5.9072, 1.1688, 0.6860], [6.9087, 1.0062, -0.2653], [6.8850, 0.9633, -1.2596], [7.4442, -0.1821, 0.0529], [7.9498, 1.5014, 0.0556], [5.3553, -0.7499, -1.0169], [3.0622, -1.9428, -0.7900], [0.5463, -1.0552, 1.4974], [-0.5615, -3.0545, 1.5077], [-0.7417, -3.7646, -0.1305], [-3.2714, -1.5676, -0.9669], [-2.0957, -2.8133, -1.4360]],
  "forces_ev_per_angstrom": [[2.880, -4.111, -6.234], [-1.247, 0.465, 0.217], [-1.163, -1.286, 0.695], [-2.090, 1.788, 2.950], [-5.587, 6.900, 10.911], [-0.023, -0.972, -1.456], [-2.674, -0.560, -8.184], [3.496, 1.607, 4.864], [6.950, -0.805, 11.337], [-8.445, 1.810, -4.176], [2.468, -2.225, -1.835], [5.497, 1.277, 3.001], [-3.740, 11.082, 6.885], [-0.181, -6.470, -1.811], [0.251, -1.234, -0.356], [6.359, -3.894, -6.602], [-7.388, 4.231, 5.742], [8.044, 0.957, -4.206], [-12.558, 2.225, 8.147], [4.840, -1.503, -5.433], [-2.499, 3.418, 7.435], [0.139, -0.793, -1.675], [0.135, -0.269, 0.068], [10.637, -3.978, -10.276], [-0.861, -0.686, 1.232], [-0.570, 0.956, 1.371], [-0.711, 0.372, 2.262], [-2.335, -1.358, 0.227], [0.833, -1.875, -1.932], [-5.550, -1.484, -8.433], [-1.537, -0.587, 0.731], [2.409, 5.202, 6.966], [-3.523, -5.506, -6.005], [0.589, 2.100, 2.420], [5.913, 6.402, 2.845], [-1.856, -9.969, -7.240], [-0.235, 10.381, 10.943], [0.824, -7.964, -11.617], [-6.147, 3.119, 5.793], [3.364, -7.716, -8.111], [-5.007, 5.038, 4.743], [3.013, -1.988, -2.163], [2.017, 7.364, 6.298], [4.873, 4.721, -0.358], [6.544, -4.242, 6.645], [-1.597, 0.342, -3.951], [-1.676, 2.847, -1.313], [-2.981, 0.001, -0.481], [-1.339, 0.738, 3.745], [-1.563, -5.597, -3.793], [-1.256, -0.452, 0.637], [-0.185, -0.749, -1.696], [-0.815, -3.946, -2.311], [0.079, -0.541, -1.811], [5.187, -2.582, -5.651]],
  "lowdin_charge": [-0.055, 0.112, 0.096, 0.034, -0.103, -0.031, -0.410, 0.086, -0.120, -0.171, 0.205, 0.014, 0.791, -0.454, -0.304, -0.351, -0.076, -0.076, -0.283, -0.038, -0.012, 0.094, 0.125, -0.133, 0.121, 0.122, 0.164, 0.172, 0.179, -0.002, 0.128, -0.080, -0.461, -0.037, 0.173, -0.129, 0.105, -0.069, -0.378, 0.069, -0.114, 0.225, 0.018, -0.035, -0.093, 0.019, 0.167, 0.127, 0.196, 0.008, 0.078, 0.163, 0.070, 0.110, 0.043],
  "e_lumo_ev": -0.82,
  "e_tot_ha": -1698.96949,
  "homo_ev": -8.3
}